Entry 1:
# C16H20N4O3S

A single C16H20N4O3S molecule (ωB97M-V with the def2-TZVPD basis set, OMol25).

Atoms and positions in Å:
O1 -1.02569 0.99051 1.68469
O2 -0.11681 -4.08710 2.18239
O3 1.57001 2.57730 -1.31908
S1 1.25139 -2.06820 4.38197
C1 0.05348 1.04737 2.10034
C2 -0.55431 -3.09828 1.63779
C3 2.80409 2.98156 -1.69308
C4 1.75230 -0.42899 4.91207
C5 2.87266 2.82942 -2.98061
C6 1.16236 0.55443 4.25846
C7 1.66658 2.19149 -3.53528
C8 0.43103 0.10106 3.17806
C9 0.39419 -1.23137 3.07730
C10 0.88374 2.11963 -2.42387
N1 0.99267 1.92450 1.59828
N2 -0.36098 -1.76477 1.97912
N3 -1.52795 -2.14061 -0.49111
N4 -1.07022 0.47868 -1.78135
C11 -1.47348 -3.35370 0.37920
C12 -0.74309 1.80513 -2.44086
C13 -0.30731 -1.83312 -1.21138
C14 -2.43550 -1.07974 -0.20335
C15 -0.56737 -0.82362 -2.26703
C16 -2.37139 0.13490 -1.13139
H1 3.62998 3.56637 -1.20623
H2 2.49446 -0.19788 5.75486
H3 3.84505 3.09133 -3.53663
H4 1.12128 1.64594 4.54320
H5 1.41044 2.05750 -4.61610
H6 0.89774 2.25848 0.64500
H7 1.90762 1.70370 2.04959
H8 -0.95868 -1.06049 1.43398
H9 -1.18087 -4.27178 -0.22960
H10 -2.38389 -3.56432 0.82999
H11 -1.32679 2.62570 -2.06003
H12 -1.03624 1.76314 -3.48446
H13 0.08201 -2.78337 -1.68785
H14 0.47542 -1.52239 -0.51240
H15 -2.20329 -0.70401 0.73349
H16 -3.42061 -1.49066 -0.20674
H17 -1.26206 -1.19582 -3.00880
H18 0.36896 -0.63007 -2.86273
H19 -3.08334 -0.08828 -1.88800
H20 -2.65760 0.97045 -0.58181

## Properties
M ... 348.43 g/mol
LUMO level ... 0.72 eV
ΔE to the lowest compared entry with this formula, charge and spin ... 5.766 eV

Entry 2:
# C40H55AuNO7PSi

C40H55AuNO7PSi as an isolated structure (ωB97M-V with the def2-TZVPD basis set, OMol25).

Atoms and positions in Å:
Au1 0.69593 1.99558 0.70659
O1 2.26940 -0.16259 4.17792
C1 2.55473 0.74118 3.37694
O2 1.76301 1.59948 2.88915
C2 4.00725 0.79857 2.87714
P1 4.43409 0.43826 1.12802
C3 3.58646 1.68108 0.07966
C4 3.66397 1.51688 -1.30809
C5 3.32987 2.54408 -2.16975
C6 2.92395 3.77585 -1.66954
C7 2.83001 3.95640 -0.30150
C8 3.14848 2.91604 0.57613
C9 3.50607 -1.10700 0.73869
C10 4.13342 -2.02786 -0.13068
C11 3.45620 -3.20381 -0.53660
C12 2.27235 -3.55669 0.01446
C13 1.69901 -2.78346 1.15064
C14 2.29499 -1.42139 1.28250
H1 4.60508 0.08435 3.44774
H2 4.42246 1.78837 3.08684
H3 4.00552 0.57174 -1.71586
H4 3.38730 2.38449 -3.23939
H5 2.67729 4.58512 -2.34558
H6 2.51598 4.91102 0.10302
H7 3.09515 3.07764 1.64482
H8 5.11418 -1.80110 -0.52922
H9 3.89106 -3.82603 -1.30979
H10 1.73398 -4.43620 -0.31251
H11 -0.24754 -2.54666 1.72049
H12 1.74284 -0.71933 1.88931
C15 1.31268 -5.03303 2.29154
C16 1.74498 -3.57991 2.51078
C17 0.82579 -2.92926 3.55546
C18 3.17901 -3.54379 3.04181
O3 0.21750 -2.64705 0.87213
Si1 -0.60551 -1.47729 -0.27791
O4 -0.04275 -0.06414 -0.06213
O5 -2.07900 -1.76930 0.36231
C19 -3.13248 -2.69823 0.05955
C20 -2.59064 -4.12255 0.10040
C21 -3.70907 -2.37439 -1.31108
C22 -4.18003 -2.48902 1.14224
O6 -0.40146 -2.26772 -1.68439
C23 0.08248 -1.78991 -2.96390
C24 0.39873 -3.04568 -3.76040
C25 1.32551 -0.92685 -2.80273
C26 -1.03516 -0.99095 -3.62110
H13 1.21100 -5.52284 3.26146
H14 2.05079 -5.59012 1.71351
H15 0.34983 -5.10214 1.77926
H16 1.02447 -3.39243 4.52323
H17 -0.24037 -3.12064 3.36442
H18 1.00362 -1.85797 3.67767
H19 3.26682 -4.24364 3.87475
H20 3.43493 -2.54816 3.40645
H21 3.89758 -3.83769 2.27428
H22 -1.79605 -4.25121 -0.63660
H23 -3.38650 -4.83619 -0.11929
H24 -2.19410 -4.35135 1.09238
H25 -2.95914 -2.53979 -2.08371
H26 -4.02786 -1.33070 -1.34709
H27 -4.57035 -3.01059 -1.52184
H28 -3.75872 -2.70439 2.12555
H29 -5.03669 -3.14472 0.97892
H30 -4.52399 -1.45394 1.13320
H31 1.11235 -3.65942 -3.20858
H32 0.83889 -2.78265 -4.72401
H33 -0.50470 -3.63245 -3.93630
H34 2.16895 -1.52820 -2.45920
H35 1.14795 -0.11985 -2.09359
H36 1.58762 -0.48254 -3.76621
H37 -1.93240 -1.60094 -3.73226
H38 -0.72593 -0.65042 -4.61114
H39 -1.27605 -0.11730 -3.01168
C27 -0.88953 3.27269 -4.15314
C28 -0.98843 2.74240 -2.74166
O7 -0.00271 2.33534 -2.16810
C29 -2.32284 2.73428 -2.06863
C30 -3.36282 3.55926 -2.49364
C31 -4.56783 3.57005 -1.80777
C32 -4.74558 2.73730 -0.70997
C33 -3.72138 1.89265 -0.30215
C34 -2.50846 1.89304 -0.97332
H40 0.09116 3.02349 -4.55066
H41 -1.00147 4.36012 -4.14996
H42 -1.67410 2.86230 -4.78978
H43 -3.23141 4.20732 -3.35104
H44 -5.36811 4.22367 -2.12989
H45 -5.68751 2.74391 -0.17578
H46 -3.86318 1.23510 0.54725
H47 -1.69504 1.24496 -0.66250
C35 -1.34276 1.82975 3.30087
C36 -1.50437 3.12393 2.61538
C37 -2.38206 4.21545 2.95267
C38 -2.19711 5.16477 1.99838
C39 -1.20268 4.63296 1.08872
C40 -0.69409 5.26133 -0.15034
N1 -0.80843 3.42421 1.49109
H48 -1.93933 1.78262 4.20978
H49 -0.28088 1.65774 3.52291
H50 -1.64374 1.01959 2.62501
H51 -3.04244 4.24006 3.80509
H52 -2.67769 6.12618 1.90520
H53 -0.34165 6.27711 0.04262
H54 -1.50207 5.33156 -0.88553
H55 0.11348 4.66224 -0.56885

## Properties
M ... 917.91 g/mol
LUMO level (alpha / beta) ... 0.37 / -1.45 eV
2S+1 ... 3
Expectation value of S² ... 2.0526
ΔE to the lowest compared entry with this formula, charge and spin ... 0.356 eV

Entry 3:
# C23H31Cl2N3O3RhS3Si

C23H31Cl2N3O3RhS3Si as an isolated structure (ωB97M-V with the def2-TZVPD basis set, OMol25).

Atoms and positions in Å:
Rh1 -0.19713 -0.29769 0.87009
C1 4.61531 -4.70233 2.74410
Si1 4.30527 -3.94925 1.07631
C2 4.75560 -5.10439 -0.30761
C3 5.29326 -2.38480 0.90308
C4 2.41304 -3.73101 0.96941
C5 1.65250 -4.89713 0.85948
C6 0.26858 -4.87535 0.79236
C7 -0.37354 -3.65970 0.84577
N1 0.31963 -2.51939 0.98044
C8 1.66744 -2.54847 1.03540
S1 2.31387 -0.92453 1.17083
H1 5.67393 -4.96042 2.86991
H2 4.02569 -5.61401 2.88976
H3 4.34476 -3.99314 3.53418
H4 5.82614 -5.34138 -0.28590
H5 4.53229 -4.63944 -1.27397
H6 4.20664 -6.05030 -0.25243
H7 6.35375 -2.66267 0.86290
H8 5.15736 -1.71103 1.75458
H9 5.05369 -1.83887 -0.01416
H10 2.16139 -5.85655 0.81101
H11 -0.30895 -5.78529 0.69953
H12 -1.44791 -3.56936 0.79571
C9 -7.35666 2.65459 -1.16547
C10 -6.20794 1.68341 -1.03301
C11 -6.37901 0.47941 -0.34482
C12 -5.33775 -0.41969 -0.20913
C13 -4.10306 -0.11633 -0.77463
C14 -3.90380 1.06825 -1.46523
C15 -4.96153 1.96019 -1.58860
S2 -2.83030 -1.31618 -0.60653
O1 -2.82246 -1.71974 0.78755
O2 -3.03904 -2.34178 -1.59094
N2 -1.45546 -0.50149 -0.86905
C16 -0.48240 -0.83190 -1.80873
C17 -0.62430 -1.43088 -3.06163
C18 0.51877 -1.62995 -3.80617
C19 1.76475 -1.24616 -3.30805
C20 1.81656 -0.67590 -2.05969
N3 0.71020 -0.46113 -1.33193
H13 -7.72039 2.96400 -0.18306
H14 -8.19623 2.19549 -1.69049
H15 -7.06116 3.54827 -1.71417
H16 -7.34950 0.24350 0.08106
H17 -5.47744 -1.35587 0.32059
H18 -2.93506 1.29457 -1.89129
H19 -4.81461 2.88926 -2.13091
H20 -1.60081 -1.74069 -3.40220
H21 0.44680 -2.09345 -4.78211
H22 2.67115 -1.38013 -3.88182
H23 2.75521 -0.36882 -1.61254
C21 -3.76204 0.07640 3.33446
S3 -2.76670 1.45098 2.76506
C22 -4.08864 2.52186 2.26020
O3 -2.14155 1.00375 1.45611
H24 -3.97222 0.21750 4.39652
H25 -3.16311 -0.81918 3.17042
H26 -4.68398 0.01103 2.75280
H27 -4.71908 2.71593 3.13172
H28 -4.64361 2.02062 1.46265
H29 -3.64358 3.44850 1.90107
Cl1 0.21336 0.06268 3.59683
C23 1.14263 1.53104 3.20820
Cl2 0.74704 2.12724 1.57108
H30 2.18899 1.26606 3.22825
H31 0.89158 2.29720 3.92598

## Properties
M ... 695.62 g/mol
LUMO level (alpha / beta) ... -2.06 / -4.89 eV
2S+1 ... 5
Expectation value of S² ... 6.0126
ΔE to the lowest compared entry with this formula, charge and spin ... 0.524 eV
Charge ... +1

Entry 4:
# C5H10O2

A single C5H10O2 molecule (ωB97M-V with the def2-TZVPD basis set, OMol25).

Atoms and positions in Å:
C1 1.35946 -1.52058 0.65229
O1 0.73902 -0.40883 1.25342
C2 0.76405 1.09319 -1.35552
C3 -0.34462 0.37622 -1.20302
C4 -0.66356 -0.41008 1.15954
C5 -1.20723 0.49074 0.03078
O2 -1.25051 1.80611 0.55782
H1 0.95187 -1.74555 -0.34262
H2 1.26230 -2.41665 1.28354
H3 2.41939 -1.27958 0.53338
H4 1.03613 1.85126 -0.62416
H5 1.43985 0.92985 -2.18852
H6 -0.60675 -0.40403 -1.91783
H7 -1.05002 -1.43109 1.02875
H8 -1.05470 -0.00701 2.09934
H9 -2.23120 0.15274 -0.19753
H10 -1.60082 2.37896 -0.13556

## Properties
M ... 102.13 g/mol
LUMO level ... 0.97 eV
ΔE to the lowest compared entry with this formula, charge and spin ... 2.548 eV

M of number 2 (C40H55AuNO7PSi)?
917.91 g/mol